ORCA calculation (ωB97M-V/def2-TZVPD) on a cluster of 4 separate species, C8H20O3 in total in a non-equilibrium geometry.

Last column: Mulliken charge in e.
Geometry (Å):
1 C 0.18 -0.65 -2.47  -0.89
2 C -0.41 0.69 -1.99  -1.11
3 C 0.17 1.35 -0.76  0.96
4 C 0.57 2.62 -0.99  -1.47
5 C 1.61 0.15 0.90  -0.30
6 C 0.36 0.65 0.45  0.62
7 C -0.86 -0.11 0.90  -1.53
8 C 2.93 0.41 0.18  -1.06
9 H -0.20 -0.94 -3.42  0.39
10 H -0.07 -1.29 -1.48  0.02
11 H 1.19 -0.64 -2.69  0.35
12 H -1.39 0.43 -1.61  0.37
13 H -0.60 1.43 -2.78  0.50
14 H 0.54 3.06 -1.95  0.32
15 H 0.67 3.22 -0.20  0.53
16 H 1.76 -0.53 1.73  0.45
17 H -0.67 -1.07 1.25  0.36
18 H -1.47 0.55 1.48  0.36
19 H -1.47 -0.49 -0.01  0.31
20 H 2.87 1.40 -0.17  0.36
21 H 2.82 -0.12 -0.83  0.17
22 H 3.82 -0.10 0.66  0.31
23 H -2.59 -3.51 0.05  0.26
24 H -1.74 -3.10 1.29  0.29
25 O -1.82 -2.95 0.29  -0.62
26 H -1.82 3.68 1.15  0.31
27 H -2.76 2.55 1.18  0.31
28 O -2.27 3.09 1.75  -0.63
29 H -0.06 -3.96 1.82  0.31
30 H 0.41 -3.02 0.66  0.39
31 O 0.78 -3.68 1.28  -0.65

Results
Maximum force (eV Å⁻¹): 6.1
Kohn-Sham gap (eV): 8.387
Relative energy (zero: lowest compared OMol25 entry of this formula, charge and spin) (kJ/mol): 236.7
Charge: 0
Energy (Ha): -542.38591
LUMO (eV): 0.16



ORCA calculation (ωB97M-V/def2-TZVPD) on a structure of composition C9H8Br2Cl4F9NNbO3S2 in a non-equilibrium geometry.

Last column: Mulliken charge in e.
Geometry (Å):
1 C -1.76 -2.40 -0.62  -0.65
2 C -0.97 -3.26 0.33  -0.19
3 Br -2.10 -3.97 1.75  -0.17
4 C 0.35 -2.66 0.86  -0.39
5 Br 1.47 -2.49 -0.73  -0.17
6 Nb 0.30 -0.86 2.23  -0.41
7 S 2.34 -1.68 3.40  -0.39
8 N 0.09 0.73 3.60  -0.66
9 C 0.72 0.62 4.63  0.93
10 O 1.41 0.68 5.58  -0.52
11 S 1.81 0.67 0.71  1.29
12 O 3.07 0.03 0.39  -0.64
13 O 2.03 1.88 1.50  -0.64
14 C 1.14 1.29 -0.96  0.02
15 F 2.00 0.82 -1.91  -0.25
16 F -0.05 0.72 -1.23  -0.17
17 C 1.11 2.83 -1.22  0.69
18 F 2.37 3.22 -1.48  -0.28
19 F 0.40 2.98 -2.37  -0.31
20 C 0.54 3.89 -0.19  0.67
21 F 1.55 4.46 0.49  -0.26
22 F 0.02 4.89 -0.96  -0.31
23 C -0.56 3.47 0.84  0.59
24 F -1.57 4.37 0.79  -0.30
25 F -0.10 3.49 2.08  -0.22
26 F -1.07 2.27 0.55  -0.22
27 H -2.54 -3.01 -1.07  0.45
28 H -2.25 -1.56 -0.15  0.30
29 H -1.14 -2.04 -1.43  -0.26
30 H -0.67 -4.14 -0.23  0.47
31 H 0.79 -3.46 1.44  0.62
32 H -1.19 -0.34 1.36  0.15
33 H -0.79 -1.83 3.28  0.12
34 H 3.18 -0.66 3.22  0.17
35 C -1.98 -1.79 -4.89  0.26
36 Cl -3.51 -0.97 -5.20  -0.12
37 Cl -2.29 -3.48 -4.49  -0.11
38 Cl -0.97 -1.71 -6.35  -0.12
39 Cl -1.15 -1.01 -3.55  0.04

Results
Maximum force (eV Å⁻¹): 2.5
Kohn-Sham gap (eV): 7.050
Relative energy (zero: lowest compared OMol25 entry of this formula, charge and spin) (kJ/mol): 0.0
Charge: -1
Energy (Ha): -9369.13840
LUMO (eV): 0.69



ORCA calculation (ωB97M-V/def2-TZVPD) on a cluster of 13 separate species, C46H128N10O16 in total in a non-equilibrium geometry.

Last column: Mulliken charge in e.
Geometry (Å):
1 C 1.27 -1.87 -4.79  0.02
2 C -0.07 -2.62 -5.07  -0.93
3 O -1.02 -2.64 -3.98  -0.33
4 O 1.23 -0.51 -5.14  -0.70
5 H 2.02 -2.30 -5.46  0.49
6 H 1.54 -2.03 -3.75  -0.05
7 H 0.09 -3.69 -5.13  0.45
8 H -0.57 -2.23 -5.96  0.33
9 H -1.90 -2.91 -4.26  0.16
10 H 0.79 0.00 -4.45  0.12
11 C -2.99 2.09 -6.79  -0.37
12 C -3.64 0.91 -6.04  -0.64
13 O -3.55 1.11 -4.63  0.02
14 O -1.54 2.17 -6.68  -0.55
15 H -3.29 3.04 -6.35  0.18
16 H -3.30 2.13 -7.83  0.41
17 H -3.40 -0.10 -6.39  0.34
18 H -4.69 1.05 -6.29  0.38
19 H -4.23 1.75 -4.44  -0.07
20 H -1.42 1.95 -5.76  0.27
21 C 4.24 1.01 -5.23  0.04
22 C 5.09 2.29 -5.33  -0.68
23 O 6.40 2.14 -5.84  -0.55
24 O 3.09 1.27 -4.46  -0.26
25 H 4.78 0.26 -4.65  0.05
26 H 3.98 0.68 -6.24  0.30
27 H 5.23 2.66 -4.32  0.29
28 H 4.50 3.03 -5.86  0.32
29 H 6.92 1.97 -5.06  0.34
30 H 2.43 0.59 -4.64  0.45
31 C 4.48 -5.44 -0.20  -1.77
32 C 3.19 -4.51 -0.19  2.51
33 C 3.20 -3.50 -1.37  -0.52
34 O 4.32 -2.61 -1.39  -0.31
35 C 4.26 -1.62 -2.33  -0.75
36 N 2.03 -5.42 -0.25  -0.78
37 H 5.43 -4.94 -0.40  0.31
38 H 4.32 -6.22 -0.95  0.45
39 H 4.65 -5.98 0.73  0.42
40 H 3.18 -3.94 0.74  -1.22
41 H 2.25 -2.99 -1.27  -0.17
42 H 3.20 -4.03 -2.32  0.47
43 H 5.05 -0.89 -2.16  0.36
44 H 3.34 -1.06 -2.43  0.13
45 H 4.45 -1.95 -3.35  0.44
46 H 1.89 -6.03 0.54  0.35
47 H 1.23 -4.81 -0.15  0.00
48 C -3.92 3.23 -2.31  -0.34
49 C -5.40 2.99 -2.73  0.48
50 C -6.42 4.00 -2.03  -0.98
51 O -7.80 3.66 -2.40  -0.32
52 C -8.71 4.13 -1.40  -0.81
53 N -5.46 3.24 -4.13  -0.44
54 H -3.68 2.72 -1.38  -0.05
55 H -3.87 4.30 -2.10  0.39
56 H -3.16 2.91 -3.03  0.15
57 H -5.67 1.97 -2.47  -0.29
58 H -6.11 4.99 -2.37  0.39
59 H -6.31 3.94 -0.94  0.44
60 H -8.50 3.57 -0.49  0.33
61 H -9.75 3.97 -1.69  0.27
62 H -8.68 5.18 -1.13  0.31
63 H -5.56 4.23 -4.32  0.25
64 H -6.12 2.77 -4.72  0.23
65 C -1.65 -4.03 -0.99  -1.00
66 C -1.37 -3.20 0.30  2.14
67 C -2.61 -2.76 1.13  -0.82
68 O -2.20 -2.19 2.39  -0.31
69 C -3.29 -1.68 3.16  -0.67
70 N -0.50 -3.96 1.13  -0.35
71 H -0.71 -4.33 -1.46  0.41
72 H -2.23 -3.43 -1.68  0.09
73 H -2.25 -4.90 -0.69  0.15
74 H -0.78 -2.31 0.06  -1.56
75 H -3.33 -3.54 1.39  0.79
76 H -3.13 -2.07 0.47  0.30
77 H -2.85 -1.49 4.14  0.19
78 H -4.10 -2.40 3.22  0.32
79 H -3.62 -0.75 2.70  0.17
80 H -1.02 -4.81 1.30  0.36
81 H -0.64 -3.38 1.94  -0.28
82 C 2.47 2.02 4.71  -1.03
83 C 3.96 2.19 4.28  0.55
84 C 4.68 3.37 5.03  -0.90
85 O 4.03 4.57 4.81  -0.36
86 C 3.71 4.95 3.46  -0.53
87 N 4.64 0.96 4.61  -0.50
88 H 2.38 1.81 5.78  0.35
89 H 2.03 1.20 4.14  -0.12
90 H 1.82 2.85 4.43  0.41
91 H 3.96 2.33 3.20  0.14
92 H 5.69 3.39 4.63  0.43
93 H 4.82 3.16 6.09  0.39
94 H 3.26 4.20 2.81  0.10
95 H 4.62 5.26 2.94  0.35
96 H 3.00 5.77 3.53  0.27
97 H 5.61 0.97 4.31  0.20
98 H 4.89 0.95 5.59  0.30
99 C -4.97 -1.33 -2.46  -0.26
100 C -6.12 -2.13 -1.80  0.20
101 C -5.73 -3.54 -1.27  -0.34
102 O -5.45 -4.47 -2.39  -0.40
103 C -4.96 -5.71 -1.91  -0.49
104 N -6.71 -1.22 -0.85  -0.69
105 H -4.40 -1.86 -3.22  0.31
106 H -4.24 -1.19 -1.65  -0.38
107 H -5.31 -0.35 -2.79  0.10
108 H -6.93 -2.30 -2.51  0.40
109 H -6.52 -4.02 -0.70  0.56
110 H -4.93 -3.51 -0.53  0.00
111 H -3.92 -5.69 -1.59  0.10
112 H -4.92 -6.40 -2.76  0.30
113 H -5.63 -6.09 -1.14  0.31
114 H -7.05 -0.42 -1.36  0.19
115 H -7.58 -1.53 -0.43  0.26
116 C -1.86 3.68 6.14  -1.50
117 C -3.17 3.20 5.63  0.78
118 C -3.23 2.21 4.44  -0.60
119 O -2.58 2.85 3.27  -0.42
120 C -2.35 1.91 2.22  -0.49
121 N -3.98 2.71 6.74  -0.79
122 H -1.16 2.85 6.28  0.33
123 H -1.84 4.35 7.00  0.40
124 H -1.32 4.14 5.32  0.35
125 H -3.77 4.07 5.41  0.14
126 H -4.26 1.91 4.25  0.30
127 H -2.71 1.28 4.63  0.25
128 H -3.28 1.55 1.77  0.30
129 H -1.56 1.18 2.37  0.37
130 H -1.94 2.58 1.46  0.09
131 H -4.83 2.28 6.39  0.24
132 H -3.63 1.89 7.23  0.26
133 C -1.80 0.45 -1.16  0.89
134 C -0.69 0.92 -2.00  1.42
135 C 0.73 0.63 -1.47  0.11
136 O 0.98 1.28 -0.22  0.01
137 C 2.05 0.67 0.50  -0.59
138 N -0.82 0.33 -3.32  0.92
139 H -1.99 1.29 -0.49  -0.57
140 H -1.54 -0.44 -0.60  -0.65
141 H -2.76 0.41 -1.67  -0.25
142 H -0.82 1.98 -2.20  -0.63
143 H 1.48 0.84 -2.23  -0.10
144 H 0.61 -0.45 -1.37  -0.29
145 H 2.02 0.92 1.56  -0.07
146 H 3.02 0.91 0.05  0.43
147 H 1.93 -0.41 0.60  0.12
148 H -0.98 -0.66 -3.23  -0.14
149 H -1.66 0.72 -3.72  -0.48
150 C 4.91 -1.04 1.74  0.43
151 C 6.28 -1.74 1.93  0.16
152 C 6.20 -3.15 2.42  -0.60
153 O 5.84 -3.11 3.81  -0.39
154 C 6.01 -4.32 4.64  -0.86
155 N 6.89 -1.84 0.59  -0.79
156 H 4.21 -1.66 1.19  -0.44
157 H 4.96 -0.02 1.36  0.61
158 H 4.42 -1.02 2.72  -0.52
159 H 6.76 -1.17 2.72  0.34
160 H 7.14 -3.69 2.36  0.59
161 H 5.41 -3.56 1.80  -0.04
162 H 6.90 -4.86 4.32  0.40
163 H 5.18 -5.02 4.57  0.24
164 H 6.14 -4.04 5.69  0.26
165 H 6.81 -0.99 0.06  0.39
166 H 6.36 -2.48 0.01  0.13
167 C 2.38 5.54 -2.71  -1.74
168 C 1.94 4.70 -1.50  0.52
169 C 0.43 4.73 -1.15  -0.08
170 O -0.04 6.07 -1.24  -0.44
171 C -1.45 6.16 -1.48  -0.67
172 N 2.48 3.39 -1.69  -0.36
173 H 3.44 5.52 -2.97  0.39
174 H 2.15 6.58 -2.48  0.44
175 H 1.79 5.40 -3.62  0.37
176 H 2.41 5.19 -0.65  0.10
177 H 0.26 4.31 -0.16  0.35
178 H -0.04 3.98 -1.78  -0.10
179 H -2.00 5.54 -0.78  0.23
180 H -1.73 5.79 -2.46  0.29
181 H -1.74 7.20 -1.32  0.35
182 H 1.94 2.84 -1.05  0.15
183 H 2.44 3.09 -2.66  0.15
184 C 1.83 -2.14 3.37  1.38
185 C 2.12 -2.51 4.80  0.34
186 C 1.85 -4.08 5.12  -0.93
187 O 0.45 -4.39 4.87  -0.38
188 C -0.46 -3.78 5.78  -0.74
189 N 3.39 -2.12 5.19  -0.54
190 H 2.05 -1.11 3.09  -0.55
191 H 0.79 -2.25 3.04  -0.53
192 H 2.41 -2.72 2.66  -0.20
193 H 1.45 -1.97 5.48  0.55
194 H 1.95 -4.28 6.19  0.43
195 H 2.46 -4.75 4.51  0.11
196 H -0.64 -2.71 5.70  0.22
197 H -0.30 -4.01 6.83  0.34
198 H -1.44 -4.19 5.55  0.31
199 H 4.10 -2.31 4.50  0.12
200 H 3.35 -1.11 5.16  0.21

Results
Maximum force (eV Å⁻¹): 3.1
Kohn-Sham gap (eV): 8.816
Relative energy (zero: lowest compared OMol25 entry of this formula, charge and spin) (kJ/mol): 473.8
Charge: 0
Energy (Ha): -3580.41599
LUMO (eV): 0.22



ORCA calculation (ωB97M-V/def2-TZVPD) on a cluster of 2 separate species, C8H11N4 in total in a non-equilibrium geometry.

Last column: Mulliken charge in e.
Geometry (Å):
1 C 0.10 1.31 1.28  -0.09
2 C -2.30 0.98 -0.41  0.10
3 C 1.17 0.15 -1.83  -0.14
4 C -0.01 -0.50 -1.70  -0.44
5 C 0.57 0.27 0.42  0.16
6 C -1.95 -1.26 1.48  -0.88
7 C 2.69 1.35 -0.17  -0.89
8 C -1.15 -1.60 0.19  -0.79
9 N -0.41 2.16 1.85  -0.32
10 N -2.86 1.89 -0.80  -0.34
11 N 1.48 0.68 -0.63  0.01
12 N -0.48 -0.43 -0.39  0.34
13 H 1.85 0.16 -2.56  0.56
14 H -0.48 -1.24 -2.39  0.43
15 H 1.00 -0.42 1.07  0.35
16 H -1.14 -1.15 2.24  0.31
17 H -2.62 -0.43 1.23  0.33
18 H -2.43 -2.26 1.77  0.36
19 H 2.55 2.53 -0.31  0.33
20 H 2.96 1.10 0.79  0.38
21 H 3.50 1.22 -0.95  0.35
22 H -1.71 -2.13 -0.54  0.45
23 H -0.31 -2.38 0.35  0.41

Results
Maximum force (eV Å⁻¹): 6.3
Kohn-Sham gap (spin up / spin down) (eV): 7.133 / 7.623
Relative energy (zero: lowest compared OMol25 entry of this formula, charge and spin) (kJ/mol): 663.2
Charge: +1
Energy (Ha): -529.96941
LUMO (spin up / spin down) (eV): -6.55 / -6.77



ORCA calculation (ωB97M-V/def2-TZVPD) on a cluster of 2 separate species, C4H6O2 in total in a non-equilibrium geometry.

Last column: Mulliken charge in e.
Geometry (Å):
1 O -2.33 -1.89 1.57  -0.13
2 C -1.57 -2.26 0.80  0.10
3 O 0.97 -1.02 0.58  -0.50
4 C 0.44 0.26 0.45  0.03
5 C -0.36 0.64 -0.76  -0.53
6 C 1.05 1.15 -0.58  -0.56
7 H 0.32 -1.65 0.24  0.31
8 H 0.14 0.71 1.40  0.31
9 H -0.52 -0.13 -1.52  0.27
10 H -1.18 1.34 -0.65  0.23
11 H 1.82 0.67 -1.18  0.24
12 H 1.21 2.20 -0.36  0.24

Results
Maximum force (eV Å⁻¹): 1.6
Kohn-Sham gap (eV): 10.959
Relative energy (zero: lowest compared OMol25 entry of this formula, charge and spin) (kJ/mol): 175.0
Charge: 0
Energy (Ha): -306.43963
LUMO (eV): 0.98



ORCA calculation (ωB97M-V/def2-TZVPD) on a structure of composition C54H46I2N8O5S3Ti in a non-equilibrium geometry.

Last column: Löwdin spin population.
Geometry (Å):
1 Ti 0.06 -0.58 -0.09  0.96
2 I -3.47 4.27 -5.26  0.00
3 C -2.50 2.85 -4.07  0.00
4 C -1.83 1.79 -4.66  0.00
5 C -1.17 0.87 -3.86  0.00
6 I 0.01 -0.52 -4.88  0.00
7 C -1.18 0.95 -2.46  0.00
8 O -0.59 0.08 -1.67  0.00
9 C -1.80 2.09 -1.90  0.00
10 C -1.66 2.36 -0.42  0.00
11 N -0.28 2.15 0.03  0.00
12 C 0.58 3.27 -0.38  0.00
13 C 0.82 3.45 -1.86  0.00
14 C 0.55 4.68 -2.44  0.00
15 C 0.80 4.87 -3.79  0.00
16 C 1.32 3.81 -4.52  0.00
17 C 1.58 2.63 -3.86  0.00
18 N 1.34 2.44 -2.56  0.00
19 C -2.46 3.01 -2.69  0.00
20 H -1.79 1.70 -5.73  0.00
21 H -1.98 3.39 -0.23  0.00
22 H -2.31 1.70 0.14  0.00
23 H -0.26 2.12 1.04  0.00
24 H 0.16 4.21 -0.01  0.00
25 H 1.55 3.12 0.10  0.00
26 H 0.13 5.48 -1.84  0.00
27 H 0.58 5.82 -4.26  0.00
28 H 1.52 3.90 -5.59  0.00
29 H 2.01 1.78 -4.39  0.00
30 H -2.91 3.88 -2.23  0.00
31 C -2.62 -3.66 1.60  0.00
32 O -1.27 -4.14 1.40  0.03
33 C -0.60 -3.11 0.84  0.10
34 N -1.33 -2.10 0.45  0.11
35 C -2.72 -2.57 0.54  0.01
36 C -3.78 -1.52 0.77  0.00
37 C -5.11 -1.85 0.54  0.00
38 C -6.12 -0.92 0.73  0.00
39 C -5.80 0.37 1.15  0.00
40 C -4.47 0.71 1.36  0.00
41 C -3.47 -0.23 1.16  0.00
42 C 0.79 -3.23 0.58  0.17
43 C 1.48 -4.42 0.82  0.01
44 C 2.79 -4.52 0.46  0.14
45 C 3.42 -3.36 -0.09  0.06
46 C 2.71 -2.22 -0.24  0.06
47 N 1.39 -2.10 0.05  0.24
48 C 3.40 -0.97 -0.61  0.01
49 N 2.89 0.18 -0.56  0.02
50 C 3.92 1.11 -1.07  0.00
51 C 5.19 0.25 -1.11  0.00
52 O 4.69 -1.10 -1.00  0.01
53 C 4.08 2.37 -0.27  0.00
54 C 4.17 3.60 -0.92  0.00
55 C 4.32 4.77 -0.19  0.00
56 C 4.39 4.72 1.20  0.00
57 C 4.32 3.50 1.85  0.00
58 C 4.17 2.33 1.12  0.00
59 H -2.72 -3.28 2.61  0.00
60 H -3.30 -4.49 1.43  0.00
61 H -2.97 -3.06 -0.40  0.00
62 H -5.36 -2.86 0.20  0.00
63 H -7.15 -1.19 0.55  0.00
64 H -6.58 1.10 1.31  0.00
65 H -4.22 1.71 1.70  0.00
66 H -2.43 0.03 1.32  0.00
67 H 0.95 -5.25 1.27  0.00
68 H 3.34 -5.43 0.61  0.01
69 H 4.47 -3.36 -0.37  0.00
70 H 3.62 1.40 -2.08  0.00
71 H 5.85 0.46 -0.27  0.00
72 H 5.75 0.34 -2.04  0.00
73 H 4.11 3.64 -2.00  0.00
74 H 4.39 5.72 -0.70  0.00
75 H 4.49 5.64 1.77  0.00
76 H 4.37 3.45 2.93  0.00
77 H 4.10 1.37 1.62  0.00
78 C -0.71 -5.46 -2.81  0.00
79 N -1.77 -4.45 -2.89  0.00
80 C -3.00 -4.79 -3.32  0.00
81 C -3.99 -3.89 -3.45  0.00
82 C -3.65 -2.54 -3.11  0.00
83 N -2.47 -2.19 -2.68  0.00
84 C -1.46 -3.11 -2.54  0.00
85 O -0.35 -2.85 -2.13  0.01
86 N -4.56 -1.55 -3.27  0.00
87 H -0.56 -5.93 -3.78  0.00
88 H -0.97 -6.22 -2.07  0.00
89 H 0.20 -4.96 -2.50  0.00
90 H -3.14 -5.84 -3.55  0.00
91 H -4.97 -4.18 -3.80  0.00
92 H -5.53 -1.78 -3.31  0.00
93 H -4.32 -0.66 -2.85  0.00
94 O 0.17 -0.16 1.71  0.00
95 C 0.47 0.01 3.06  0.00
96 C -0.30 -0.99 3.94  0.00
97 C 0.22 -1.96 4.75  0.00
98 C -0.76 -2.68 5.49  0.00
99 C -2.02 -2.24 5.24  0.00
100 S -2.02 -0.96 4.11  0.00
101 C 1.96 -0.26 3.35  0.00
102 C 2.71 -1.29 2.87  0.00
103 C 4.03 -1.34 3.42  0.00
104 C 4.24 -0.35 4.33  0.00
105 S 2.87 0.65 4.49  0.00
106 C 0.18 1.47 3.44  0.00
107 C 0.90 2.53 2.96  0.00
108 C 0.44 3.79 3.42  0.00
109 C -0.62 3.67 4.25  0.00
110 S -1.07 2.04 4.48  0.00
111 H 1.28 -2.17 4.81  0.00
112 H -0.53 -3.48 6.18  0.00
113 H -2.95 -2.58 5.66  0.00
114 H 2.32 -2.02 2.18  0.00
115 H 4.76 -2.09 3.14  0.00
116 H 5.14 -0.15 4.90  0.00
117 H 1.75 2.40 2.30  0.00
118 H 0.90 4.74 3.14  0.00
119 H -1.18 4.45 4.75  0.00

Results
Maximum force (eV Å⁻¹): 1.8
Kohn-Sham gap (spin up / spin down) (eV): 5.835 / 7.932
Relative energy (zero: lowest compared OMol25 entry of this formula, charge and spin) (kJ/mol): 56.9
Charge: 0
Energy (Ha): -5539.19240
2S+1: 3
LUMO (spin up / spin down) (eV): 0.47 / 0.41